Arrangement P

Entry from the OMol25 dataset: 14 unconnected molecules or ions with the total composition H26O17S (wB97M-V/def2-TZVPD).

E_LUMO = 0.14966 hartree

```
! RIJCOSX wB97M-V def2-TZVPD def2/J DEFGRID3
* xyz -2 1
S -0.236 -0.544 -0.219
O 1.110 1.115 5.056
O -1.486 -6.410 -0.990
O 0.979 -0.086 0.431
O -0.528 -1.832 0.455
O 4.115 3.428 -1.322
O 0.003 -0.830 -1.626
O 1.617 -5.064 4.099
O 4.833 4.049 3.757
O 0.836 2.740 -4.491
O 5.579 -2.077 -1.498
O -2.139 -2.091 -6.129
O 2.463 -4.327 -4.469
O -1.992 5.348 0.991
O -1.298 0.441 0.063
O -3.714 -1.700 4.001
O -4.320 3.160 -2.712
O -6.087 3.847 4.446
H -3.533 3.448 -3.175
H 4.635 3.313 4.336
H 1.840 -4.803 -5.018
H -1.725 -1.846 -5.302
H 5.020 3.182 -1.510
H 1.324 -5.972 4.180
H -5.202 3.707 4.111
H 4.832 -2.336 -2.038
H -4.313 -1.168 3.476
H -1.890 -3.006 -6.260
H 1.255 0.922 4.130
H -2.227 -6.341 -1.593
H 0.711 1.831 -4.219
H 1.362 3.129 -3.792
H -1.894 4.401 0.895
H -5.987 3.846 5.398
H -1.302 -5.508 -0.731
H 5.187 -1.640 -0.741
H -3.002 -1.921 3.401
H -2.429 5.627 0.187
H 1.963 -3.585 -4.127
H 1.142 -4.725 3.341
H -3.994 2.585 -2.020
H 0.163 1.233 5.131
H 4.551 3.755 2.891
H 3.776 2.706 -0.791
*
```

=====

Arrangement Q

Entry from the OMol25 dataset: a molecular structure, H26O17S (wB97M-V/def2-TZVPD).

E_LUMO = 0.18498 hartree

```
! RIJCOSX wB97M-V def2-TZVPD def2/J DEFGRID3
* xyz -2 1
S -0.047 0.024 0.016
O 0.427 0.448 3.318
O -1.231 2.542 -1.899
O -0.116 3.171 1.527
O -3.159 2.110 1.015
O -3.577 -0.304 -1.084
O -0.113 -0.781 1.172
O -1.554 -0.035 -3.649
O -0.380 1.370 0.347
O 4.290 0.715 -0.919
O -1.094 -3.061 -1.308
O -2.295 -1.215 2.724
O 1.271 -0.037 -0.481
O 2.210 2.600 -0.615
O 0.304 -2.921 2.441
O 2.039 -1.434 -2.354
O -0.911 -0.498 -1.038
O 3.223 -1.645 0.463
H 2.056 1.694 -0.439
H 5.049 0.312 -0.692
H -2.098 -0.532 -4.105
H -0.778 2.318 -1.138
H 1.384 2.814 0.051
H -1.231 -0.502 -2.762
H -1.305 1.575 -2.351
H 0.137 -0.219 2.514
H -3.852 0.313 -1.809
H -1.137 -2.138 -1.130
H 3.695 0.092 -0.586
H 1.517 -0.919 -1.819
H -2.259 -0.517 3.450
H -2.517 -0.201 -1.133
H -0.266 2.235 1.016
H 3.324 -2.394 0.061
H -0.781 -3.287 -2.196
H 0.410 2.956 2.270
H 2.359 -1.282 0.122
H -0.018 -2.041 1.982
H -0.030 -2.717 3.324
H -3.264 1.240 0.509
H 1.444 0.558 3.528
H -1.471 -0.936 2.388
H 2.636 -1.847 -1.794
H -2.295 2.363 1.077
*
```

=====

Which structure is most stable? arrangement P, by 73.1 kJ/mol over the runner-up.

=====

Arrangement P

Entry from the OMol25 dataset: 15 unconnected molecules or ions with the total composition C4H34O14 (wB97M-V/def2-TZVPD).

E_LUMO = 0.00936 hartree

```
! RIJCOSX wB97M-V def2-TZVPD def2/J DEFGRID3
* xyz 0 1
O -2.714 1.780 2.175
O 1.040 -0.960 2.690
O 2.698 -1.142 -0.767
O 3.018 1.454 -0.449
O -0.308 2.998 1.664
O 1.833 1.386 1.997
O 1.869 3.396 -1.904
O -3.310 -0.744 1.338
O -0.670 3.764 -0.953
O 1.590 -2.774 -2.652
O 0.378 -3.077 1.139
O -1.486 -1.981 2.841
O -2.857 -1.626 -1.205
O -0.751 -3.296 -1.346
C -0.108 -0.023 -2.168
C -0.518 -0.073 0.250
C -0.053 0.547 -0.829
C 0.194 0.652 -3.274
H -0.417 3.313 0.766
H -1.189 3.061 -1.348
H 0.750 -2.312 1.604
H -0.400 -1.057 -2.277
H 0.919 -3.863 1.314
H -1.143 2.583 1.931
H -2.869 0.894 1.812
H 0.361 1.550 -0.770
H -2.644 -1.196 1.914
H 0.549 1.692 -3.289
H -1.133 -2.631 2.225
H 0.209 3.732 -1.355
H 1.557 -1.020 3.501
H 2.846 0.472 -0.687
H 1.324 -0.032 2.369
H -3.514 2.314 2.102
H 2.028 -1.373 -0.079
H 1.403 -2.647 -3.586
H -1.583 -2.728 -1.336
H -2.660 -0.809 -1.673
H 0.157 0.240 -4.284
H 2.419 -1.637 -1.565
H 2.270 1.497 1.111
H -0.704 -1.381 2.946
H 3.981 1.531 -0.355
H 2.259 2.626 -1.384
H 1.058 2.001 1.945
H -0.498 0.425 1.214
H -4.159 -1.087 1.647
H 0.718 -2.956 -2.247
H -0.939 -1.070 0.264
H 2.435 4.145 -1.691
H -0.422 -3.204 -0.447
H -3.007 -1.374 -0.257
*
```

=====

Arrangement Q

Entry from the OMol25 dataset: 13 unconnected molecules or ions with the total composition C4H34O14 (wB97M-V/def2-TZVPD).

E_LUMO = -0.00734 hartree

```
! RIJCOSX wB97M-V def2-TZVPD def2/J DEFGRID3
* xyz 0 1
O 0.996 -4.017 -2.121
O -3.455 1.985 -2.798
O -2.825 -2.184 1.000
O -2.298 1.121 -0.500
O -0.486 3.148 -3.325
O -1.289 2.574 1.492
O -0.842 -1.420 2.809
O 1.750 2.307 -2.291
O 0.253 -3.865 2.029
O 1.552 -2.564 0.024
O 1.181 2.235 0.437
O 1.587 0.573 2.503
O 4.395 0.200 -0.013
O -0.004 1.815 3.961
C -1.743 -0.192 -0.704
C 0.547 -1.078 -1.518
C -0.524 0.012 -1.659
C 1.120 -1.186 -0.107
H -2.652 -3.152 0.678
H -0.422 -3.796 1.333
H -1.298 -0.757 0.228
H 1.045 -3.533 1.474
H -2.699 -0.756 -1.134
H 0.986 -0.066 2.838
H 4.215 0.797 0.685
H 1.323 -1.003 -2.228
H -3.751 -1.974 0.563
H 1.362 2.006 -1.459
H 0.203 2.552 -3.646
H -1.758 -1.600 2.558
H -0.134 0.960 -1.442
H -1.745 2.058 0.709
H -1.673 3.328 1.740
H -2.766 2.385 -3.304
H 0.504 -0.871 0.769
H 2.569 -2.597 0.077
H 1.488 -3.509 -1.428
H 0.267 -2.134 -1.816
H -0.518 1.507 4.699
H -0.616 1.811 3.233
H -3.543 1.102 -3.112
H -0.669 0.262 -2.774
H 2.671 2.337 -2.344
H 1.516 1.719 1.179
H -0.197 -2.199 2.757
H 0.294 2.310 0.774
H 0.066 3.681 -2.698
H 1.743 1.234 3.130
H 2.046 -0.488 0.040
H 4.027 0.622 -0.766
H -2.586 1.441 -1.368
H 0.186 -4.279 -1.693
*
```

=====

Which structure is most stable? arrangement P, by 390.0 kJ/mol over the runner-up.

=====

Arrangement P

Entry from the OMol25 dataset: 5 unconnected molecules or ions with the total composition CH10O5 (wB97M-V/def2-TZVPD).

E_LUMO = 0.00796 hartree

```
! RIJCOSX wB97M-V def2-TZVPD def2/J DEFGRID3
* xyz 0 1
O 2.855 0.492 -1.601
O 0.039 -2.618 -1.417
O -2.224 0.701 -1.360
O 1.908 0.663 2.250
O -2.011 0.439 1.599
C 0.225 -1.650 -0.759
H 2.522 0.647 1.462
H -2.675 -0.308 1.962
H -0.511 -0.902 -0.492
H -2.590 1.210 1.739
H 1.248 -1.413 -0.334
H 2.851 1.419 -1.629
H 1.823 -0.337 2.305
H -2.895 1.061 -1.810
H -2.428 0.159 -0.600
H 1.864 0.437 -1.314
*
```

=====

Arrangement Q

Entry from the OMol25 dataset: 5 unconnected molecules or ions with the total composition CH10O5 (wB97M-V/def2-TZVPD).

E_LUMO = 0.01502 hartree

```
! RIJCOSX wB97M-V def2-TZVPD def2/J DEFGRID3
* xyz 0 1
O 1.435 0.586 -0.358
O -0.724 -0.769 1.649
O -0.509 1.934 -2.078
O 2.066 -1.079 3.273
O -2.397 -0.079 -0.739
C 1.713 -0.089 -1.325
H -1.043 -0.705 0.725
H -3.225 0.385 -0.545
H 1.251 -0.184 -2.342
H -2.276 0.180 -1.690
H 2.021 -1.956 3.094
H -0.958 2.734 -1.756
H 0.087 1.775 -1.354
H 1.279 -0.712 2.859
H 2.646 -0.648 -1.430
H -1.367 -1.374 2.019
*
```

=====

Which structure is most stable? arrangement Q, by 89.2 kJ/mol over the runner-up.

=====

Arrangement P

Entry from the OMol25 dataset: a molecular structure, C35H37NO3P2Pt (wB97M-V/def2-TZVPD).

E_LUMO (spin up / spin down) = -0.01233 / -0.04266 hartree

```
! RIJCOSX wB97M-V def2-TZVPD def2/J DEFGRID3
* xyz 0 3
Pt 0.113 0.622 1.190
P -1.388 -0.912 0.316
P 2.103 -0.119 0.433
O -0.753 1.349 4.700
O -2.511 0.048 4.914
O -1.514 0.205 2.955
N -1.596 0.560 4.237
C -3.555 -3.489 2.702
C -2.676 0.493 0.385
C -1.457 1.802 -3.474
C 4.838 -0.548 1.017
C 0.902 0.001 -2.804
C 2.295 2.663 0.895
C -0.071 -1.689 -0.631
C -4.938 1.288 0.065
C -2.363 -2.304 0.961
C 1.280 -1.367 -0.587
C 5.906 -1.362 1.397
C -1.357 -1.182 -3.394
C -3.965 -4.451 1.782
C 2.660 3.967 0.601
C -0.017 2.262 -3.202
C 3.283 -2.289 1.717
C 0.738 1.275 -2.369
C -3.563 -4.344 0.454
C 0.030 -0.675 -3.830
C -4.490 2.607 0.183
C 3.663 1.833 -0.946
C -3.146 2.873 0.469
C -2.269 1.810 0.599
C -1.983 -0.370 -2.293
C 2.771 1.596 0.115
C 4.025 3.147 -1.237
C -2.055 0.970 -2.383
C 3.526 4.205 -0.466
C -2.772 -2.417 2.297
C -4.045 0.214 0.178
C 5.674 -2.635 1.925
C -2.757 -3.289 0.045
C 4.363 -3.084 2.097
C 3.514 -1.025 1.131
C 1.250 0.697 2.993
H 6.929 -1.011 1.266
H -3.887 -5.089 -0.273
H -0.106 0.005 -4.684
H 6.505 -3.276 2.195
H -1.485 1.239 -4.420
H -2.738 -0.931 -1.717
H 4.025 0.994 -1.544
H -2.721 1.543 -1.737
H 1.009 1.641 3.515
H -2.462 -1.657 3.007
H -4.591 -5.287 2.104
H 4.716 3.346 -2.058
H -2.032 -1.128 -4.274
H 0.591 -1.539 -4.222
H -1.192 2.047 0.850
H -0.388 -2.582 -1.194
H 1.343 1.720 -1.589
H 3.825 5.234 -0.681
H -5.168 3.444 0.091
H -1.310 -2.253 -3.137
H -2.420 -3.243 -0.987
H -3.857 -3.569 3.745
H -0.012 3.254 -2.723
H 2.010 -1.983 -1.134
H 0.912 -0.172 3.576
H 4.172 -4.063 2.523
H 1.855 -0.524 -2.661
H -5.992 1.088 -0.116
H 2.270 4.776 1.228
H -2.753 3.884 0.598
H -4.387 -0.821 0.121
H 5.033 0.458 0.634
H 1.613 2.470 1.730
H -2.091 2.694 -3.619
H 2.250 -2.619 1.853
H 2.334 0.613 2.772
H 0.508 2.363 -4.175
*
```

=====

Arrangement Q

Entry from the OMol25 dataset: a molecular structure, C35H37NO3P2Pt (wB97M-V/def2-TZVPD).

E_LUMO (spin up / spin down) = -0.01703 / -0.03794 hartree

```
! RIJCOSX wB97M-V def2-TZVPD def2/J DEFGRID3
* xyz 0 3
Pt -1.125 0.921 -2.445
P 0.792 -2.397 0.770
P 1.436 1.476 1.254
O 4.844 -0.103 -0.070
O 3.213 0.878 1.126
O 5.313 1.792 0.948
N 4.598 0.861 0.606
C 1.031 3.846 -0.282
C -0.156 -0.923 0.851
C -1.267 -4.196 -2.268
C -0.895 -3.717 -1.002
C -3.283 1.711 -0.499
C 0.166 -6.164 2.610
C 1.208 2.688 2.572
C -3.653 2.238 -3.466
C 1.902 3.821 -2.548
C 0.361 0.076 1.679
C -2.651 -0.285 -1.921
C 1.474 4.526 -1.424
C 0.803 -3.285 -3.209
C 0.365 -5.143 1.661
C -2.639 -0.112 -3.370
C 0.235 4.141 4.249
C 1.609 2.464 -2.647
C 0.995 2.424 -0.273
C -2.323 2.558 -2.758
C 0.267 -5.925 3.982
C -3.746 0.340 -1.072
C -3.725 0.778 -3.943
C -2.153 2.303 -1.336
C 0.579 -4.612 4.382
C 0.948 1.760 -1.577
C 2.473 3.052 3.030
C 1.239 -2.929 -1.927
C 2.620 3.946 4.079
C 0.373 -3.110 -0.839
C 2.559 -2.030 0.936
C -0.399 -4.002 -3.352
C 1.503 4.462 4.741
C 0.051 3.248 3.179
C 0.581 -3.793 2.042
C 0.731 -3.575 3.440
H 3.085 -2.913 0.531
H 0.129 -6.720 4.711
H -3.552 0.785 -5.027
H -1.451 2.965 -0.802
H -0.633 4.615 4.710
H 2.248 -2.519 -1.792
H -4.525 2.499 -2.841
H -1.822 3.483 -3.110
H 1.515 5.626 -1.402
H 2.822 -1.875 2.004
H 2.443 4.350 -3.347
H -4.665 0.456 -1.653
H -0.674 -4.379 -4.340
H -3.931 -0.334 -0.218
H 3.628 4.236 4.364
H -4.702 0.333 -3.686
H 0.966 -2.578 3.821
H -4.129 2.410 -0.402
H -2.890 1.553 0.527
H -3.711 2.909 -4.338
H 1.891 1.920 -3.546
H -2.293 -0.990 -3.950
H -1.183 -0.914 0.472
H 0.343 -5.409 0.609
H 2.951 -1.137 0.417
H -2.139 -1.166 -1.509
H -2.239 -4.689 -2.385
H 1.402 -2.987 -4.076
H 1.633 5.110 5.612
H 0.769 4.420 0.622
H 0.949 0.641 -1.555
H 0.055 0.127 2.727
H -0.069 -7.168 2.272
H 3.340 2.596 2.539
H 0.705 -4.408 5.439
H -1.563 -3.843 -0.144
H -0.957 2.989 2.841
*
```

=====

Which structure is most stable? arrangement P, by 53.6 kJ/mol over the runner-up.

=====

Arrangement P

Entry from the OMol25 dataset: 8 unconnected molecules or ions with the total composition C6H31N2O7 (wB97M-V/def2-TZVPD).

E_LUMO = -0.08791 hartree

```
! RIJCOSX wB97M-V def2-TZVPD def2/J DEFGRID3
* xyz 1 1
O -1.407 0.937 3.049
O -2.749 1.289 0.851
O 3.123 1.378 0.865
O -2.705 -2.596 -1.370
O -3.436 1.104 -1.630
O 0.017 -3.343 -1.575
O 3.999 0.721 -1.579
N 1.251 0.062 2.199
N -0.323 0.263 -0.629
C 0.880 -1.077 1.213
C -0.452 -0.707 0.465
C -0.458 2.734 -1.329
C 0.237 1.596 -0.310
C 0.537 -2.358 2.026
C 0.518 -0.050 -1.806
H 1.602 -0.075 -1.429
H -0.538 3.428 -0.392
H 0.177 -1.013 -2.231
H -1.377 2.366 -1.873
H -1.178 -0.377 1.224
H 1.366 -2.482 2.776
H -2.913 -3.577 -1.509
H 4.395 1.494 -2.074
H -2.119 1.060 2.263
H 3.455 1.047 0.054
H -2.093 1.309 0.198
H -2.121 0.539 3.673
H 1.476 -0.308 3.122
H 1.300 1.718 -0.469
H -0.700 -1.783 0.064
H -0.872 -3.367 -2.021
H 0.412 -4.139 -1.624
H 4.282 -0.061 -2.047
H -3.089 2.148 0.802
H -3.078 1.858 -2.110
H -3.566 -2.207 -1.420
H 0.234 2.972 -2.095
H 0.158 1.915 0.765
H 1.829 -1.305 0.508
H 0.405 0.755 2.287
H 3.869 1.796 1.317
H 0.169 0.713 -2.557
H -0.444 -2.248 2.525
H 0.587 -3.283 1.404
H 1.988 0.613 1.897
H -2.651 0.539 -1.466
*
```

=====

Arrangement Q

Entry from the OMol25 dataset: 8 unconnected molecules or ions with the total composition C6H31N2O7 (wB97M-V/def2-TZVPD).

E_LUMO = -0.09381 hartree

```
! RIJCOSX wB97M-V def2-TZVPD def2/J DEFGRID3
* xyz 1 1
O 1.372 2.009 -3.396
O 3.103 2.266 1.484
O -1.493 2.925 -0.284
O 2.321 -3.145 2.650
O -0.636 0.770 2.938
O 1.118 3.194 -0.143
O 1.909 0.459 2.869
N 0.228 0.613 -0.390
N -2.862 -1.225 -2.000
C -1.103 -1.788 0.707
C -2.510 -2.172 0.215
C -3.266 -1.036 -0.576
C 0.835 -0.733 -0.825
C -0.170 -1.802 -0.555
C 0.883 -0.649 -2.490
H -0.119 -0.493 -2.871
H -2.936 -0.006 -0.296
H 1.831 -3.658 3.308
H -0.779 0.592 -0.679
H -3.418 -1.916 -2.561
H -1.121 1.534 3.280
H 1.260 -1.643 -2.836
H -1.154 -0.815 1.257
H -3.115 -0.321 -2.434
H -0.670 -2.549 1.384
H -1.228 3.817 -0.532
H -1.725 2.777 0.627
H -3.140 -2.520 1.127
H 3.417 2.707 2.271
H 2.556 -0.212 2.911
H 1.680 2.037 -4.298
H 3.998 2.122 1.140
H -0.717 -2.164 -1.476
H 0.580 3.738 0.457
H 2.543 -3.627 1.867
H 1.771 -0.755 -0.308
H 1.066 0.180 2.506
H 2.158 2.425 -3.052
H -2.529 -3.013 -0.461
H 0.791 1.436 -0.902
H 0.530 0.684 0.582
H 1.692 0.083 -2.640
H 0.362 -2.730 -0.290
H 1.970 3.632 -0.178
H -0.886 0.029 3.499
H -4.396 -1.056 -0.605
*
```

=====

Which structure is most stable? arrangement Q, by 24.1 kJ/mol over the runner-up.

=====

Arrangement P

Entry from the OMol25 dataset: 2 unconnected molecules or ions with the total composition H4S2Si (wB97M-V/def2-TZVPD).

E_LUMO (spin up / spin down) = -0.01815 / -0.07161 hartree

```
! RIJCOSX wB97M-V def2-TZVPD def2/J DEFGRID3
* xyz 0 1
S -1.930 -0.131 -1.668
S -2.845 1.156 -0.440
Si 1.859 -0.483 0.380
H 2.843 -1.520 0.340
H 1.870 0.634 -0.493
H -2.292 1.014 0.786
H 0.495 -0.669 1.094
*
```

=====

Arrangement Q

Entry from the OMol25 dataset: 2 unconnected molecules or ions with the total composition H4S2Si (wB97M-V/def2-TZVPD).

E_LUMO = -0.04555 hartree

```
! RIJCOSX wB97M-V def2-TZVPD def2/J DEFGRID3
* xyz 0 1
S 1.279 -1.962 -0.452
S -1.141 1.282 -1.401
Si 1.092 -1.404 1.469
H -2.179 0.546 -1.671
H 0.146 -0.332 1.735
H -0.339 0.190 -0.982
H 2.145 -1.765 2.621
*
```

=====

Which structure is most stable? arrangement Q, by 240.1 kJ/mol over the runner-up.